{
  "formula": "C31H38F12N7O3Tl",
  "method": "wB97M-V/def2-TZVPD",
  "total_energy_ev": -86642.6610,
  "total_charge": -2,
  "e_lumo_ev": 4.04,
  "symbols": ["Tl", "N", "C", "C", "N", "C", "C", "N", "C", "C", "N", "H", "H", "H", "H", "H", "H", "H", "H", "H", "H", "H", "H", "H", "H", "H", "H", "H", "H", "C", "C", "C", "C", "C", "N", "C", "C", "C", "C", "C", "C", "C", "C", "O", "C", "F", "F", "F", "C", "F", "F", "F", "C", "C", "C", "O", "C", "F", "F", "F", "C", "F", "F", "F", "H", "H", "H", "H", "H", "H", "H", "H", "H", "H", "H", "H", "N", "C", "N", "C", "C", "O", "C", "C", "H", "H", "H", "H", "H", "H", "H", "H"],
  "coordinates": [[-0.104, -0.095, -0.602], [2.385, 0.670, -2.990], [1.285, 0.451, -3.941], [1.196, -1.021, -4.325], [0.474, -1.854, -3.363], [-0.861, -2.207, -3.840], [-1.900, -1.090, -3.844], [-2.573, -0.884, -2.570], [1.202, -3.046, -2.936], [0.771, -3.548, -1.557], [1.675, -3.056, -0.498], [2.304, 1.618, -2.630], [2.188, 0.094, -2.173], [1.493, 1.033, -4.844], [0.326, 0.793, -3.537], [2.222, -1.392, -4.421], [0.730, -1.109, -5.318], [-1.250, -3.014, -3.213], [-0.776, -2.616, -4.866], [-2.636, -1.374, -4.610], [-1.451, -0.156, -4.192], [-2.258, -1.510, -1.834], [-2.472, 0.070, -2.231], [2.265, -2.801, -2.882], [1.097, -3.856, -3.684], [0.800, -4.641, -1.542], [-0.261, -3.243, -1.355], [1.650, -2.037, -0.547], [1.219, -3.250, 0.391], [1.624, 5.667, 1.889], [0.756, 4.452, 1.681], [0.522, 3.529, 2.698], [-0.277, 2.432, 2.475], [-0.890, 2.165, 1.230], [-1.569, 0.981, 1.025], [-2.452, 0.527, 1.953], [-3.129, 1.459, 2.793], [-4.104, 1.103, 3.698], [-4.494, -0.223, 3.845], [-5.584, -0.645, 4.797], [-3.848, -1.145, 3.037], [-2.853, -0.841, 2.108], [-2.197, -2.051, 1.375], [-1.435, -1.837, 0.303], [-3.323, -3.093, 0.945], [-4.444, -2.479, 0.535], [-3.699, -3.973, 1.920], [-2.915, -3.858, -0.076], [-1.268, -2.769, 2.421], [-0.220, -1.975, 2.701], [-0.753, -3.918, 1.914], [-1.815, -3.106, 3.609], [-0.656, 3.102, 0.187], [0.153, 4.210, 0.457], [-1.348, 2.928, -1.206], [-1.379, 1.693, -1.721], [-2.808, 3.481, -1.043], [-3.419, 3.668, -2.236], [-2.867, 4.679, -0.408], [-3.565, 2.636, -0.347], [-0.649, 3.822, -2.300], [-1.070, 3.522, -3.533], [-0.827, 5.167, -2.174], [0.689, 3.612, -2.306], [2.034, 5.681, 2.902], [1.064, 6.598, 1.749], [2.465, 5.693, 1.191], [0.990, 3.664, 3.670], [-0.431, 1.704, 3.263], [-2.876, 2.505, 2.679], [-4.581, 1.878, 4.296], [-5.850, 0.176, 5.468], [-5.278, -1.492, 5.417], [-6.498, -0.946, 4.274], [-4.143, -2.182, 3.152], [0.312, 4.951, -0.315], [2.347, 0.317, 1.310], [3.329, -0.206, 1.621], [4.431, -0.936, 1.852], [5.722, -0.258, 1.710], [6.205, -0.353, 0.275], [6.248, -1.704, -0.157], [4.947, -2.292, -0.118], [4.410, -2.298, 1.296], [6.434, -0.748, 2.379], [5.608, 0.781, 2.014], [7.218, 0.040, 0.183], [5.539, 0.225, -0.378], [5.047, -3.307, -0.497], [4.263, -1.739, -0.772], [5.033, -2.929, 1.935], [3.387, -2.672, 1.310]],
  "forces_ev_per_a": [[0.018, 0.279, 0.158], [0.068, -0.062, -0.041], [-0.002, 0.056, 0.063], [-0.015, -0.027, 0.021], [-0.002, -0.079, -0.036], [0.081, -0.025, 0.047], [-0.070, -0.003, 0.054], [0.063, 0.026, 0.007], [-0.002, 0.070, 0.033], [-0.014, 0.002, 0.034], [0.039, -0.109, -0.090], [-0.005, 0.006, -0.006], [-0.047, 0.028, 0.016], [0.024, 0.032, 0.002], [-0.020, -0.016, -0.027], [-0.003, 0.002, -0.043], [-0.021, -0.001, 0.007], [0.001, 0.010, -0.006], [-0.006, -0.037, -0.020], [-0.041, 0.005, -0.027], [0.009, -0.007, 0.000], [-0.041, -0.029, -0.005], [0.026, 0.013, -0.035], [0.009, -0.013, -0.009], [-0.011, 0.002, -0.005], [0.025, -0.022, 0.022], [-0.002, -0.027, -0.002], [-0.034, 0.008, 0.003], [-0.077, 0.014, -0.009], [-0.003, 0.013, 0.023], [-0.012, -0.044, 0.046], [-0.017, 0.004, -0.022], [0.033, -0.039, 0.029], [-0.109, -0.022, -0.065], [0.170, -0.049, 0.258], [0.019, 0.018, -0.154], [-0.078, -0.068, -0.010], [0.045, 0.050, -0.014], [-0.023, -0.001, -0.027], [0.014, 0.011, 0.012], [0.042, -0.068, -0.026], [0.021, -0.049, 0.046], [-0.020, -0.041, 0.159], [-0.261, -0.007, -0.248], [0.159, 0.219, 0.093], [-0.025, -0.053, -0.055], [-0.083, -0.029, -0.002], [0.035, -0.099, -0.036], [-0.059, 0.182, -0.184], [0.042, -0.038, 0.045], [0.046, -0.088, 0.017], [-0.004, -0.037, 0.095], [0.013, 0.035, -0.065], [-0.116, 0.009, -0.109], [-0.012, 0.059, 0.021], [0.024, 0.043, -0.065], [0.185, -0.135, -0.025], [-0.061, 0.001, -0.031], [-0.045, 0.084, 0.020], [-0.060, 0.035, 0.020], [0.006, -0.152, 0.247], [-0.039, 0.014, -0.095], [0.043, 0.075, -0.052], [-0.007, 0.041, -0.051], [0.000, -0.007, -0.005], [-0.008, -0.013, -0.001], [-0.002, -0.017, -0.001], [-0.011, 0.002, -0.001], [0.018, 0.006, 0.002], [-0.016, 0.000, 0.004], [0.002, 0.003, -0.019], [0.005, -0.006, 0.001], [0.005, 0.008, -0.006], [0.012, 0.009, -0.010], [0.018, 0.011, 0.015], [0.026, -0.026, -0.006], [0.086, 0.340, 0.478], [0.119, -0.354, -0.615], [-0.065, 0.086, 0.419], [-0.141, -0.051, -0.036], [0.024, -0.071, -0.122], [0.043, 0.050, 0.066], [0.005, 0.019, -0.075], [-0.057, 0.011, 0.044], [0.013, -0.023, -0.001], [0.011, 0.012, 0.029], [0.013, 0.015, -0.018], [-0.017, 0.014, -0.011], [-0.032, 0.011, -0.027], [0.019, -0.014, -0.010], [0.036, 0.009, 0.019], [0.076, 0.002, -0.016]],
  "mulliken_charge": [1.420, -0.620, 0.343, -1.386, 1.321, -1.451, -0.584, -0.590, -1.324, 0.218, -0.532, 0.383, -0.078, 0.370, -0.270, 0.529, 0.302, 0.556, 0.506, 0.353, 0.214, -0.172, 0.595, 0.446, 0.270, 0.501, -0.267, -0.441, 0.316, -1.637, 0.854, -1.155, 0.257, -0.469, 0.489, 0.190, -0.285, -1.292, 0.409, -1.519, -0.559, -0.875, 0.878, -0.149, 0.421, -0.278, -0.297, -0.264, 0.404, -0.194, -0.317, -0.302, -0.551, -0.478, 1.443, -0.816, 0.376, -0.311, -0.313, -0.183, 0.189, -0.288, -0.302, -0.198, 0.381, 0.304, 0.305, 0.201, 0.499, 0.374, 0.253, 0.360, 0.332, 0.288, 0.481, 0.449, -0.398, 0.399, -0.109, -0.741, -0.398, -0.480, -0.037, -0.574, 0.301, 0.434, 0.361, 0.277, 0.394, -0.006, 0.251, 0.294]
}